This record from OMol25 describes an isolated ion of composition C11H17IN and charge +1 at a distorted geometry. The level of theory is ωB97M-V/def2-TZVPD.

Calculated values
* total charge: +1
* HOMO energy: -12.8 eV
* E: -21265.2949 eV
* 2S+1: 1
* SMILES string: CC(C)(C)[C@]([NH3+])(I)c1ccccc1
* HOMO-LUMO gap: 0.328 Ha

Structure (XYZ):
```
30
Properties=species:S:1:pos:R:3:forces:R:3
C 0.9622 1.6553 0.1674 -2.18 -0.74 0.24
C 1.2794 0.4052 -0.7087 -1.73 0.56 0.65
C 2.8099 0.2022 -0.7196 0.14 1.22 2.43
C 0.8413 0.7841 -2.1164 3.40 -1.85 0.00
C 0.4770 -0.8612 -0.0938 0.82 0.90 -2.06
N 1.3922 -1.3258 1.0357 1.68 -0.59 -1.97
I 0.7205 -2.5897 -1.5485 -0.34 0.77 0.80
C -1.0068 -0.6072 0.2902 0.33 -1.38 0.01
C -2.1204 -0.8208 -0.6206 2.16 0.94 1.97
C -3.3723 -0.5821 -0.1876 -0.74 0.59 1.95
C -3.6187 -0.1507 1.1066 -1.89 1.45 1.26
C -2.5779 0.0694 1.9799 0.33 0.28 1.53
C -1.2666 -0.2537 1.6296 1.11 0.78 -0.24
H -0.1503 1.8577 0.2378 1.05 -0.63 -0.12
H 1.2990 1.5611 1.1953 0.37 0.34 0.18
H 1.2741 2.5509 -0.3266 1.00 0.44 -0.01
H 3.2736 -0.7581 -0.9876 -0.49 0.03 0.28
H 3.3091 0.9247 -1.3391 -0.15 0.38 -0.68
H 3.0957 0.6263 0.3118 0.37 -1.35 -1.20
H 1.4802 0.0455 -2.6274 -0.99 0.16 -1.09
H -0.1343 0.8208 -2.4680 -1.93 -0.22 -0.09
H 1.3546 1.6910 -2.3380 0.07 0.97 -0.20
H 2.3388 -1.7351 0.5300 -2.83 1.36 1.87
H 0.9037 -2.0459 1.5091 -0.37 -1.38 0.73
H 1.5768 -0.5966 1.7237 0.35 0.24 -0.17
H -2.0994 -0.9838 -1.6460 1.13 -0.71 -1.67
H -4.2241 -0.6164 -0.7910 -0.87 -0.37 -1.31
H -4.6816 0.2000 1.4255 2.02 -0.93 -0.67
H -2.7121 0.5441 2.9802 -0.23 -0.64 -0.92
H -0.4237 -0.0111 2.3962 -1.57 -0.59 -1.50
```
Positions in Å, forces in eV/Å.

Here are the natural (NBO) charges for atoms 1 to 4, given in e: number 1, C, carries -0.63; number 2, C, carries -0.08; number 3, C, carries -0.68; number 4, C, carries -0.63